Formula: C36H64O17
Source: the Open Molecules 2025 dataset
Level of theory: ωB97M-V/def2-TZVPD

Last column: Mulliken charge in e.
Element x y z (Å)
C  -3.852  5.926  4.351  -0.64
C  -3.302  6.521  3.086  -0.50
C  -2.335  5.429  2.647  -0.19
O  -2.896  4.202  3.176  -0.32
C  -4.049  4.479  3.926  -0.44
H  -4.809  6.301  4.591  0.41
H  -3.130  6.076  5.183  0.26
H  -2.978  7.580  3.095  0.36
H  -4.203  6.380  2.510  0.23
H  -1.405  5.455  3.155  0.25
H  -2.134  5.236  1.597  0.05
H  -4.081  3.759  4.731  0.27
H  -4.961  4.552  3.333  0.25
C  0.484  1.499  6.281  -0.65
C  -1.019  1.824  6.417  -0.54
C  -1.431  1.365  4.964  -0.15
O  -0.810  0.103  4.792  -0.39
C  0.549  0.393  5.198  -0.40
H  0.984  1.235  7.248  0.32
H  1.091  2.286  5.954  0.32
H  -1.198  2.875  6.563  0.28
H  -1.593  1.138  7.025  0.32
H  -1.071  2.099  4.258  0.10
H  -2.534  1.231  4.795  0.29
H  1.151  0.880  4.354  0.10
H  0.987  -0.492  5.592  0.43
C  -2.595  -1.231  -4.082  0.44
C  -3.251  -2.598  -3.782  -0.47
C  -4.554  -2.282  -2.957  -0.39
O  -4.485  -0.903  -2.711  -0.39
C  -3.753  -0.294  -3.787  -0.29
H  -2.249  -1.134  -5.132  0.46
H  -1.815  -0.901  -3.411  -0.42
H  -2.609  -3.331  -3.249  0.04
H  -3.454  -3.145  -4.745  0.34
H  -4.636  -2.766  -1.928  0.28
H  -5.395  -2.494  -3.553  0.28
H  -3.491  0.691  -3.506  -0.19
H  -4.468  -0.162  -4.639  0.37
C  -0.001  -5.935  3.567  -0.48
C  1.504  -5.652  3.721  -0.63
C  1.838  -4.751  2.559  -0.27
O  0.793  -4.985  1.566  -0.32
C  -0.408  -5.146  2.273  -0.42
H  -0.754  -5.543  4.320  0.33
H  -0.172  -7.051  3.487  0.21
H  2.097  -6.621  3.746  0.23
H  1.738  -5.254  4.665  0.38
H  2.838  -5.008  2.157  0.22
H  1.826  -3.673  2.829  0.21
H  -1.108  -5.774  1.695  0.31
H  -0.713  -4.161  2.586  0.25
C  -1.608  0.350  1.194  0.02
C  -0.226  0.856  0.584  -0.65
C  -0.334  0.347  -0.803  -0.01
O  -1.684  0.390  -1.197  -0.30
C  -2.359  -0.142  -0.067  -1.12
H  -2.097  1.154  1.767  -0.15
H  -1.516  -0.528  1.836  0.32
H  0.709  0.609  1.037  0.66
H  -0.150  1.974  0.634  0.09
H  0.053  -0.715  -0.822  -0.02
H  0.158  0.955  -1.565  0.13
H  -2.292  -1.186  -0.172  0.46
H  -3.409  0.088  0.060  0.47
C  7.603  -1.753  -1.775  -1.38
C  6.307  -2.412  -2.373  0.29
C  6.240  -3.932  -2.474  -0.29
O  5.530  -4.234  -1.310  -0.41
C  4.792  -3.205  -0.935  0.62
O  3.936  -3.242  -0.140  -0.55
O  5.174  -2.071  -1.548  -0.02
H  7.560  -0.660  -1.689  0.31
H  8.402  -2.036  -2.485  0.40
H  7.893  -2.202  -0.821  0.33
H  6.023  -1.910  -3.345  0.24
H  7.211  -4.390  -2.382  0.35
H  5.637  -4.272  -3.352  0.19
C  3.158  2.159  -3.295  -1.50
C  2.747  1.664  -1.903  2.15
C  3.914  1.300  -1.004  -0.31
O  3.922  2.377  -0.070  -0.37
C  2.782  3.085  -0.132  0.56
O  2.567  4.002  0.606  -0.60
O  1.969  2.710  -1.128  -0.32
H  2.383  1.922  -4.100  0.25
H  4.071  1.589  -3.620  0.28
H  3.428  3.184  -3.155  0.47
H  2.053  0.852  -2.004  -1.08
H  4.851  1.270  -1.532  0.32
H  3.724  0.366  -0.483  0.28
C  -3.349  3.628  -0.321  -0.90
C  -2.821  4.284  -1.540  0.52
C  -2.041  3.271  -2.437  0.26
O  -2.942  2.936  -3.496  -0.39
C  -3.924  3.894  -3.565  0.63
O  -4.757  3.924  -4.429  -0.55
O  -3.894  4.674  -2.419  -0.41
H  -3.877  2.746  -0.535  0.36
H  -4.146  4.243  0.153  0.32
H  -2.615  3.455  0.478  -0.08
H  -2.175  5.163  -1.386  0.29
H  -1.730  2.372  -1.855  -0.44
H  -1.117  3.679  -2.783  0.24
C  0.158  -3.920  -4.139  -1.81
C  0.659  -2.904  -3.152  1.60
C  1.710  -3.496  -2.279  -0.88
O  2.903  -2.880  -2.804  -0.11
C  2.634  -1.793  -3.412  0.48
O  3.353  -0.958  -3.841  -0.57
O  1.271  -1.694  -3.624  -0.31
H  -0.606  -3.594  -4.852  0.33
H  -0.395  -4.710  -3.601  0.44
H  0.976  -4.481  -4.608  0.41
H  -0.152  -2.591  -2.481  -0.28
H  1.969  -4.544  -2.371  0.32
H  1.611  -3.243  -1.244  0.36

The calculation puts the calculated total energy at -73173.677 eV. For the HOMO energy, the calculation gives -0.3431 Eh. The gap between HOMO and LUMO is 9.7267 eV. The LUMO energy is 0.392 eV. The SMILES is C[C@H]1COC(=O)O1.C[C@H]1COC(=O)O1.C[C@H]1COC(=O)O1.C[C@H]1COC(=O)O1.C1CCOC1.C1CCOC1.C1CCOC1.C1CCOC1.C1CCOC1.